# 1
Computed, not measured: 5 unconnected molecules or ions with the total composition C30H43IN5O3P2, with ωB97M-V/def2-TZVPD.

Element x y z (Å)
C 2.38987 -4.42612 -1.36490
C 1.87181 -3.33498 -1.54445
P 1.06763 -1.62419 -1.86083
C 1.28062 -1.00121 -0.06931
C 1.75983 -2.04646 0.99149
N -0.50072 -2.35128 -1.34127
C -1.19222 -3.07800 -2.41745
C -2.66041 -3.35243 -1.91177
C -2.83009 -4.75700 -1.23997
C 2.74375 -0.78766 -2.38236
I 2.70095 -0.58513 -4.57864
C 4.03435 -1.60306 -2.03964
C 5.28056 -0.64244 -2.26515
P -0.13699 0.23649 -2.41235
O -1.37419 0.35501 -1.57260
O 0.71295 1.67654 -2.18202
O -0.69155 0.19669 -4.00153
H 3.08121 -5.26336 -1.30256
H 0.85385 -2.05907 -3.23105
H 1.94569 -0.10987 0.02955
H 0.27268 -0.65623 0.26605
H 2.82187 -2.35593 0.87815
H 1.08376 -2.92322 1.10159
H 1.71857 -1.52945 1.98855
H -0.34173 -3.00492 -0.57554
H -0.67353 -4.05422 -2.62298
H -1.29876 -2.48997 -3.35149
H -3.30958 -3.35693 -2.82516
H -3.03409 -2.51085 -1.28996
H -1.91363 -5.14314 -0.76017
H -3.18186 -5.46407 -2.03103
H -3.67063 -4.70185 -0.50736
H 2.88655 0.21206 -1.91348
H 4.09650 -1.86714 -0.95958
H 4.21121 -2.46743 -2.70574
H 5.21267 0.21644 -1.55837
H 5.39150 -0.32963 -3.32103
H 6.21914 -1.19604 -2.00371
H 0.75376 2.08302 -3.07014
H -0.39574 -0.62249 -4.43198
N -6.86437 -2.42841 -1.29602
C -7.28216 -3.25477 -0.33346
C -7.09069 -3.02253 1.01938
C -6.42437 -1.86748 1.39820
C -5.98058 -0.99607 0.41739
C -6.22627 -1.32046 -0.90833
H -7.79487 -4.14697 -0.67790
H -7.45281 -3.72783 1.75614
H -6.25253 -1.64982 2.44602
H -5.45451 -0.08578 0.67226
H -5.89803 -0.66892 -1.71063
N 2.82628 6.49338 -1.60274
C 2.53710 5.18727 -1.62467
C 1.43434 4.62969 -0.99529
C 0.58335 5.47290 -0.29875
C 0.86433 6.83023 -0.25990
C 1.99085 7.28602 -0.92637
H 3.23305 4.56694 -2.17934
H 1.24729 3.56394 -1.04880
H -0.28852 5.07615 0.20756
H 0.22402 7.51982 0.27501
H 2.24971 8.34053 -0.92740
N -1.81547 -4.52359 1.70894
C -0.91326 -5.20013 2.42367
C -0.70572 -5.01075 3.78155
C -1.47529 -4.06223 4.43571
C -2.41626 -3.34669 3.71290
C -2.54666 -3.61586 2.35882
H -0.33172 -5.92834 1.86718
H 0.03960 -5.58981 4.31107
H -1.34271 -3.88217 5.49620
H -3.03500 -2.59626 4.18747
H -3.27120 -3.08244 1.75076
N 2.49140 6.22856 4.02403
C 2.91827 7.26649 4.74873
C 3.63040 8.33265 4.22341
C 3.92122 8.32242 2.86783
C 3.49021 7.25606 2.09622
C 2.78106 6.23984 2.71969
H 2.66991 7.22898 5.80444
H 3.94908 9.14880 4.85884
H 4.47720 9.13685 2.41828
H 3.69848 7.21276 1.03649
H 2.42029 5.38653 2.15559

Forces on the atoms, in the same order (eV/Å):
C 0.4 0.4 -0.3
C 0.9 -0.8 0.1
P -0.1 -1.3 0.7
C 0.0 0.2 1.0
C -0.1 0.7 0.9
N 0.3 -0.1 -1.4
C -1.1 -0.2 1.3
C 0.0 -0.6 -1.1
C -0.9 0.4 -0.5
C 0.8 -0.9 0.3
I 0.2 0.3 0.4
C 1.4 1.8 -0.6
C 0.2 -0.9 0.6
P -2.7 0.6 1.3
O 0.9 0.4 -0.5
O -0.3 -0.6 -1.8
O 1.0 0.2 0.7
H -0.8 0.5 0.0
H 0.0 0.1 0.2
H -0.3 -0.6 -0.3
H 0.6 -0.2 -0.5
H -0.8 -0.1 -0.2
H 0.6 0.4 -0.4
H 0.0 -0.4 -0.6
H 0.0 0.2 -0.1
H -0.4 0.6 -0.3
H 0.5 -0.1 0.6
H 0.3 0.0 0.7
H 0.6 -0.5 -0.2
H -0.6 0.3 -0.2
H 0.5 0.3 0.6
H 0.8 -0.2 -0.3
H -0.4 -0.5 -0.7
H -0.5 -0.1 -0.8
H -0.6 0.2 0.7
H 0.0 -0.3 -0.7
H -0.3 0.1 0.6
H -0.6 0.4 -0.1
H 0.2 0.0 0.5
H 0.2 0.3 0.1
N 0.0 0.1 0.3
C 0.1 0.1 -0.3
C 0.0 0.0 0.0
C 0.0 0.0 0.1
C 0.0 0.0 0.1
C -0.1 -0.2 -0.3
H 0.0 0.0 0.1
H 0.0 0.0 0.0
H 0.0 0.0 0.0
H 0.0 0.0 -0.1
H 0.1 0.0 0.1
N -0.2 -0.1 0.2
C 0.1 0.3 0.0
C 0.0 -0.1 0.1
C -0.1 0.0 0.0
C 0.0 0.0 -0.1
C 0.1 -0.1 -0.2
H -0.1 -0.1 0.0
H 0.0 0.0 0.0
H 0.0 0.0 0.0
H 0.0 0.0 0.0
H -0.1 0.0 0.0
N 0.2 0.1 0.6
C -0.1 0.1 -0.2
C 0.0 0.0 0.0
C 0.0 0.0 0.1
C 0.0 -0.1 0.0
C 0.0 -0.1 -0.3
H 0.0 0.0 0.0
H 0.0 0.0 0.0
H 0.0 0.0 0.0
H 0.0 0.0 0.0
H 0.0 0.0 0.0
N 0.2 0.3 -0.1
C -0.1 -0.2 0.0
C 0.0 0.0 0.0
C 0.0 0.0 0.0
C 0.1 0.1 0.1
C -0.1 -0.2 0.2
H 0.0 0.1 0.0
H 0.0 0.0 0.0
H 0.0 0.0 0.0
H 0.0 -0.1 0.0
H 0.0 0.0 -0.1

Output
charge = -1
electronic energy = -72077.6949 eV
E_HOMO = -0.1727 Eh

***

# 2
Computed, not measured: 26 unconnected molecules or ions with the total composition C5H58N5O27, with ωB97M-V/def2-TZVPD.

Element x y z (Å)
C -1.99732 -0.47970 -1.80076
C -1.08693 -1.71455 -1.86412
O -0.17148 -1.86500 -0.72999
N -0.80492 -2.47793 0.29769
C -1.13816 -3.73138 0.46785
N -1.78057 -3.81646 1.65952
C -1.81287 -2.60198 2.18347
N -2.34196 -2.15564 3.31606
N -1.18756 -1.72866 1.35279
N -1.01739 -0.37936 1.60311
C 0.17301 -0.09660 1.84542
O 1.24441 -0.03590 2.27033
H -2.95496 -0.74486 -2.25791
H -2.20718 -0.11577 -0.78556
H -1.55952 0.34837 -2.36867
H -1.71978 -2.59572 -2.01746
H -0.46249 -1.62470 -2.75866
H -0.93452 -4.56429 -0.21599
H -3.17357 -2.58934 3.68624
H -1.99886 -1.35641 3.82815
O 2.13843 -1.47042 -3.17631
H 1.79592 -1.50838 -2.27724
H 2.59890 -0.62569 -3.21314
O -0.19619 -1.79738 -5.49256
H 0.33032 -1.01299 -5.69630
H 0.32252 -2.25623 -4.82380
O 3.12247 1.01681 -1.78270
H 2.79188 0.99377 -0.88033
H 3.58956 1.86350 -1.84251
O -0.38317 3.16298 2.28754
H -1.14932 2.59204 2.15563
H 0.36063 2.55927 2.37294
O 4.66348 0.27793 -4.65504
H 4.33174 0.25683 -3.75035
H 5.12838 1.11993 -4.71460
O -4.24990 0.43610 -3.94772
H -4.10391 1.29498 -4.37072
H -4.59743 -0.11769 -4.65314
O 1.42068 0.88046 -5.17823
H 1.94920 1.66663 -5.38076
H 1.93366 0.42047 -4.51403
O -4.09854 -2.81797 -2.86220
H -5.04353 -2.99607 -2.91605
H -3.70217 -3.46312 -3.45864
O 5.80072 -1.66388 -2.40075
H 4.85349 -1.83704 -2.43301
H 6.17806 -2.33108 -2.98575
O 3.35325 3.29578 -3.47243
H 2.39186 3.35672 -3.44342
H 3.64710 4.21133 -3.40983
O -2.30639 -0.70447 6.09452
H -2.62991 -0.84525 6.98935
H -1.90722 0.17582 6.12747
O -1.49971 5.53944 4.27548
H -2.43504 5.31454 4.27616
H -1.10486 4.92426 3.64701
O -1.77921 -5.64655 -1.69842
H -2.56194 -6.18530 -1.85966
H -1.07208 -6.29515 -1.58768
O -1.18361 2.09381 7.50643
H -0.72501 2.93177 7.38828
H -0.62329 1.60819 8.13101
O -1.90127 1.03332 -6.52974
H -1.09971 1.49195 -6.25648
H -1.81348 0.15912 -6.13215
O -4.00558 3.42496 -4.29027
H -4.61121 4.16469 -4.39335
H -3.18922 3.82995 -3.98149
O 3.64762 -3.34852 -5.57764
H 2.68699 -3.30011 -5.56497
H 3.93135 -2.43025 -5.49790
O 8.25624 -0.47126 -4.43171
H 7.34344 -0.19451 -4.56971
H 8.31057 -0.62240 -3.48243
O 0.07398 1.88281 9.97360
H -0.84344 2.12261 10.17187
H 0.41833 1.57410 10.81809
O 2.96346 3.27335 -6.34880
H 2.47470 4.09669 -6.45236
H 3.52349 3.23480 -7.13176
O -3.30975 4.10551 -1.64942
H -3.29035 3.23498 -1.24063
H -4.20454 4.42064 -1.48650
O 3.33829 -0.73318 4.25268
H 2.69422 -0.46235 3.59202
H 3.49018 -1.66777 4.07912
O -2.23726 3.43535 10.91944
H -3.20025 3.41650 10.95784
H -2.01409 4.35956 11.07441
O 0.64900 -5.79835 2.18189
H 0.03896 -5.05555 2.11647
H 1.48202 -5.40882 2.46762
O -2.58418 0.59212 12.47308
H -2.51639 1.48351 12.11108
H -2.91933 0.06380 11.74204

Forces on the atoms, in the same order (eV/Å):
C 0.2 0.0 0.1
C -1.2 0.9 -1.3
O 0.0 -0.5 0.1
N 1.6 1.1 -2.3
C -0.9 0.0 1.6
N 0.0 -0.9 -0.5
C 0.2 0.9 0.1
N -0.6 -0.4 0.5
N -0.9 -0.8 1.2
N 0.5 0.9 -1.0
C 0.4 -1.9 1.3
O -0.6 1.1 -1.0
H 0.2 0.2 0.0
H 0.1 -0.3 -0.1
H -0.1 -0.1 0.2
H 0.5 -0.2 0.6
H 0.2 -0.1 0.4
H -0.3 0.7 0.2
H 0.3 -0.3 0.1
H -0.1 0.0 -0.1
O -0.1 -0.2 -0.1
H 0.1 0.0 0.0
H 0.1 0.0 0.4
O -0.1 0.0 0.1
H 0.1 0.1 0.0
H 0.1 0.1 0.0
O 0.0 0.0 0.1
H 0.1 -0.1 0.0
H -0.1 0.0 -0.4
O -0.1 -0.3 -0.1
H -0.1 0.2 0.0
H 0.2 0.3 0.2
O -0.1 -0.1 0.0
H 0.4 0.1 0.1
H -0.2 0.1 0.0
O 0.0 0.0 -0.1
H 0.0 0.1 0.1
H 0.0 0.0 0.0
O -0.3 0.3 0.0
H 0.1 -0.1 -0.4
H 0.0 0.0 0.0
O 0.1 -0.2 0.0
H 0.0 0.1 0.0
H 0.0 0.1 -0.1
O -0.1 0.0 0.0
H 0.0 -0.1 0.0
H 0.0 0.0 0.0
O 0.0 0.1 0.5
H 0.0 -0.1 -0.1
H 0.1 0.0 -0.1
O 0.1 0.1 -0.3
H 0.0 -0.1 0.0
H 0.0 0.1 0.2
O 0.0 -0.1 0.0
H 0.0 0.1 0.0
H 0.1 0.0 0.0
O 0.2 -0.2 0.0
H -0.1 0.1 0.0
H 0.0 -0.1 -0.2
O 0.0 -0.4 -0.3
H 0.0 0.0 0.0
H 0.1 0.2 0.1
O 0.0 0.0 0.1
H 0.0 0.0 0.0
H 0.0 0.0 0.0
O 0.0 0.0 -0.3
H -0.1 -0.1 -0.1
H 0.0 -0.1 0.2
O 0.0 0.1 0.1
H 0.0 0.0 -0.1
H 0.0 0.0 -0.1
O -0.1 0.0 0.1
H 0.0 -0.1 0.0
H 0.0 0.0 0.0
O -0.2 -0.2 0.1
H 0.1 0.3 0.1
H 0.1 -0.1 -0.1
O -0.1 0.1 -0.1
H 0.0 0.0 0.0
H 0.0 -0.1 0.0
O 0.2 0.1 0.4
H 0.0 0.0 -0.1
H 0.0 0.0 -0.1
O -0.1 -0.1 -0.1
H 0.2 0.0 0.2
H 0.1 0.0 0.1
O -0.3 -0.1 0.1
H 0.0 0.0 -0.1
H 0.2 -0.1 0.0
O 0.1 0.2 -0.2
H -0.1 -0.2 0.3
H 0.0 -0.1 0.0
O 0.0 0.1 -0.2
H 0.1 0.1 0.1
H 0.0 -0.1 0.1

Output
charge = +1
electronic energy = -68849.2190 eV
E_HOMO = -0.4617 Eh

***

# 3
Computed, not measured: a molecular structure, CBrFN4, with ωB97M-V/def2-TZVPD.

Element x y z (Å)
C -0.69035 0.52593 -0.06480
N 0.31529 -0.44554 -1.25774
N 0.02318 0.15114 1.07887
N 1.08466 -1.00593 -0.57723
N 0.93567 -0.63497 0.96126
F -0.79434 1.83695 -0.32299
Br -2.60160 -0.28912 0.03748

Forces on the atoms, in the same order (eV/Å):
C -1.4 -0.8 -1.8
N -1.3 1.2 0.7
N 1.1 -0.4 0.9
N 0.4 -0.6 -1.4
N -1.3 1.3 1.3
F 0.4 -1.5 0.4
Br 2.1 0.8 -0.2

Output
ΔE to the lowest compared entry with this formula, charge and spin = 11.29 kcal/mol
electronic energy = -79753.4153 eV
E_HOMO = -0.3842 Eh

***

# 4
Computed, not measured: 6 unconnected molecules or ions with the total composition C37H60INO15S, with ωB97M-V/def2-TZVPD.

Element x y z (Å)
C 5.14402 -4.52415 -0.38581
C 5.57650 -2.92184 -0.38361
O 6.02190 -2.42478 0.77276
O 5.38019 -2.18770 -1.64256
C 6.48668 -1.26397 -1.93487
C 5.80381 0.00056 -2.79061
C 5.39443 1.26911 -1.83615
C 4.35490 0.91790 -0.61815
C 4.89557 1.70123 0.73598
C 3.71828 2.02592 1.83609
C 2.41195 2.82702 1.20886
C 1.04894 1.92380 1.48690
C 0.23196 1.56011 0.08079
C -0.73687 0.27671 0.42552
C -2.06359 0.19459 -0.57890
I -3.81271 0.92513 0.51229
N -2.19633 -1.19125 -1.16756
C -3.23411 -1.90135 -0.61848
C -3.22686 -2.69284 0.82100
C -4.64469 -2.03419 -1.50782
C -1.87244 1.22284 -1.88426
O -2.08951 2.59367 -1.37627
S -0.77022 3.06655 -0.40529
O 0.08001 4.07153 -1.27539
O -1.31598 3.86102 0.80898
H 4.55870 -4.68894 0.63788
H 4.30900 -4.61696 -1.22937
H 6.04364 -5.25756 -0.53414
H 7.36892 -1.75571 -2.56846
H 6.98416 -0.76837 -0.99878
H 6.57567 0.33742 -3.62742
H 4.81004 -0.45370 -3.27080
H 4.85248 2.09393 -2.50769
H 6.40229 1.69841 -1.36326
H 3.25261 1.24729 -0.93361
H 4.28074 -0.21494 -0.33483
H 5.64730 0.94428 1.27174
H 5.53691 2.62732 0.41394
H 3.41086 1.07120 2.46849
H 4.20315 2.77478 2.62422
H 2.31709 3.85761 1.75878
H 2.58016 3.06367 0.06683
H 1.29259 0.86578 1.97539
H 0.38235 2.50331 2.25772
H 1.00261 1.23775 -0.74152
H -1.16719 0.45735 1.50856
H -0.17797 -0.75199 0.42264
H -3.55874 -3.81218 0.61965
H -3.93080 -2.15043 1.61791
H -2.11285 -2.73415 1.20017
H -4.78927 -3.12132 -1.95257
H -5.56404 -1.77379 -0.80182
H -4.67614 -1.25880 -2.40270
H -0.85498 1.07037 -2.44146
H -2.77597 0.96554 -2.61601
O 8.17338 -2.29727 -4.66045
C 7.75348 -3.36936 -5.06354
O 8.19975 -3.99599 -6.19153
C 7.41598 -5.16651 -6.41819
C 6.82587 -5.51590 -5.07706
C 6.65231 -4.16488 -4.43050
H 6.64737 -4.93352 -7.16259
H 8.05276 -5.96748 -6.80492
H 5.89728 -6.08806 -5.15120
H 7.54420 -6.11000 -4.49907
H 5.69083 -3.71149 -4.68702
H 6.77825 -4.21964 -3.34673
O -5.14170 1.32139 -3.95044
C -6.23109 0.80541 -4.13800
O -6.61991 -0.38858 -3.60191
C -7.90400 -0.73720 -4.11705
C -8.51581 0.56165 -4.57266
C -7.31326 1.35524 -5.01707
H -7.76917 -1.44504 -4.94164
H -8.49842 -1.21535 -3.33305
H -9.26811 0.43203 -5.35521
H -8.99414 1.06451 -3.72334
H -7.05930 1.15822 -6.06230
H -7.45362 2.42523 -4.84728
O -7.18510 -1.28278 2.47254
C -7.00681 -0.30595 3.18120
O -5.77901 0.16343 3.55048
C -5.94707 1.24644 4.46406
C -7.33856 1.76593 4.21345
C -8.08760 0.52171 3.80814
H -5.82264 0.86611 5.48339
H -5.18647 2.00961 4.27516
H -7.77075 2.27428 5.07944
H -7.32474 2.47509 3.37684
H -8.48936 -0.01166 4.67411
H -8.87925 0.74622 3.08960
O 10.48740 -4.31424 4.62170
C 9.81470 -3.64965 3.85100
O 8.89314 -4.16987 2.98828
C 8.37791 -3.12342 2.16653
C 8.63090 -1.85294 2.93517
C 9.90641 -2.16393 3.67663
H 8.90543 -3.14085 1.20706
H 7.31114 -3.28644 1.98754
H 8.70107 -0.96936 2.29524
H 7.81950 -1.68650 3.65416
H 10.79187 -1.92808 3.07985
H 9.94317 -1.65508 4.64262
O -7.51260 4.25760 5.82752
C -8.18530 4.92219 5.05683
O -9.10686 4.40198 4.19410
C -9.62209 5.44843 3.37236
C -9.36910 6.71890 4.14100
C -8.09359 6.40791 4.88246
H -9.09457 5.43100 2.41289
H -10.68886 5.28541 3.19337
H -9.29893 7.60248 3.50107
H -10.18050 6.88535 4.85998
H -7.20813 6.64376 4.28568
H -8.05683 6.91676 5.84845

Forces on the atoms, in the same order (eV/Å):
C -1.8 1.6 -0.3
C 1.4 1.0 4.2
O -2.8 -2.0 -7.6
O 2.1 -1.8 3.6
C 1.0 2.8 -1.0
C -0.2 -0.7 0.2
C 0.0 -0.3 -0.3
C 0.0 0.3 0.5
C -0.1 -1.2 0.3
C 0.8 1.3 0.4
C 0.2 -0.6 0.6
C 0.2 0.3 -0.4
C 0.5 -1.9 1.7
C -1.2 0.9 0.6
C 3.3 -0.8 -1.1
I 0.2 -0.2 -0.1
N -4.6 0.2 2.3
C 0.5 0.5 -1.4
C 0.4 0.4 -0.3
C 0.3 -0.3 -0.1
C -1.6 -1.5 0.2
O 2.8 -1.1 0.8
S 0.7 7.5 -0.3
O -2.6 -4.7 2.7
O 1.4 -3.9 -3.7
H 1.7 0.2 -2.2
H 2.1 -0.1 1.6
H -1.7 1.7 0.3
H -2.3 0.7 1.3
H -1.2 -1.3 -1.3
H -1.8 -0.7 1.7
H 2.3 1.1 0.8
H 1.5 -1.7 1.4
H -2.2 -0.8 -1.1
H 2.5 -0.6 0.7
H 0.3 2.0 -0.8
H -1.5 1.7 -1.2
H -1.6 -1.5 0.8
H 0.6 1.9 -1.6
H -0.9 -1.7 -1.6
H 0.0 -2.0 -1.1
H -0.5 -0.6 2.3
H -0.3 2.3 -1.2
H 0.9 -1.2 -1.8
H -1.7 1.2 1.3
H 1.1 -0.4 -2.1
H -0.9 2.2 -0.3
H 0.4 2.4 0.4
H 1.5 -1.3 -1.8
H -2.3 0.3 -0.7
H 0.3 2.1 1.0
H 2.1 -0.7 -1.2
H 0.5 -1.7 2.1
H -1.8 0.4 1.2
H 2.0 0.8 1.6
O -0.2 -1.7 -1.0
C 0.6 1.9 0.4
O 0.1 0.7 0.7
C -0.1 -0.6 -0.5
C -0.4 -0.8 0.3
C -0.1 -0.4 0.3
H 0.1 0.0 0.0
H 0.0 0.3 0.0
H 0.2 0.0 -0.1
H -0.1 0.1 -0.1
H 0.1 0.1 0.2
H -0.2 0.4 -0.2
O -1.6 -1.3 0.1
C 2.1 0.8 0.1
O 0.5 0.6 0.0
C -0.5 -0.6 0.0
C -0.9 0.3 -0.2
C -0.5 0.3 0.0
H 0.0 0.0 0.1
H 0.3 0.0 0.0
H 0.1 -0.1 0.1
H 0.0 -0.1 -0.1
H 0.1 0.1 0.1
H 0.4 -0.1 -0.2
O 0.9 1.4 0.9
C -0.3 -1.7 -0.9
O -0.5 -0.7 -0.6
C 0.3 0.6 0.5
C -0.5 0.6 0.4
C -0.1 0.5 -0.1
H 0.0 0.0 -0.1
H 0.0 -0.3 0.0
H 0.3 -0.2 -0.3
H 0.0 -0.1 0.2
H -0.1 -0.1 -0.2
H 0.0 -0.4 0.2
O -1.3 0.6 -1.3
C 1.3 -1.3 1.1
O 0.7 -0.1 0.8
C -0.7 0.0 -0.5
C -0.4 0.8 -0.1
C -0.3 0.5 0.2
H 0.0 0.0 0.0
H 0.6 -0.2 0.1
H -0.1 -0.2 0.0
H 0.1 0.0 -0.2
H 0.0 0.0 0.2
H 0.4 -0.2 -0.1
O -1.4 0.9 -1.2
C 1.3 -1.0 1.1
O 0.5 -0.2 0.7
C -0.5 0.1 -0.6
C -0.4 0.8 -0.1
C -0.2 0.4 0.1
H 0.0 0.0 0.1
H 0.2 -0.2 0.0
H -0.1 -0.2 0.0
H 0.1 0.0 -0.2
H 0.0 0.0 0.2
H 0.4 -0.2 -0.2

Output
SMILES string = CC(=O)OCCCCCCCC[C@H]1C[C@](I)(N=C(C)C)COS1(=O)=O.O=C1CCCO1.O=C1CCCO1.O=C1CCCO1.O=C1CCCO1.O=C1CCCO1
electronic energy = -90469.1506 eV
E_HOMO = -0.2858 Eh

***

E_LUMO readings, ordered: 2.3; -4.3; -1.7; -0.3 eV
Strongest force on any atom readings, ordered: 3.09; 2.99; 2.47; 8.36 eV/Å
Orbital gap readings, ordered: 7.01; 8.26; 8.73; 7.46 eV